This record from the Open Molecules 2025 dataset describes a cluster of 3 separate species, C2H10O2S2 in total in a non-equilibrium geometry. The level of theory is ωB97M-V/def2-TZVPD.

Summary:
Energy above the lowest of the compared OMol25 structures with the same formula, charge and spin ... 0.995 eV
Gap between HOMO and LUMO ... 8.7 eV
E ... -28001.12397 eV
SMILES ... CSSC.O.O

XYZ file:
```
16
C2H10O2S2 ωB97M-V/def2-TZVPD
C 1.29617 -0.82794 -1.27878
S 0.62646 0.85324 -1.47699
S -1.35819 0.54556 -1.59890
C -1.97613 0.31673 0.16932
H 2.36869 -0.51538 -1.44984
H 1.17356 -1.28714 -0.28850
H 0.97962 -1.45239 -2.10484
H -2.24731 -0.71518 0.31490
H -1.17757 0.53023 0.87977
H -2.69890 1.11932 0.24809
O 1.79422 -1.52973 1.43686
H 2.15186 -0.75845 1.88206
H 0.87469 -1.64572 1.68172
O -0.00714 -0.11355 4.30532
H 0.26131 -1.04763 4.27436
H -0.96516 -0.14404 4.38020
```